# 1
Formula: CH4BNO2
Source: the Open Molecules 2025 dataset
Level of theory: ωB97M-V with the def2-TZVPD basis set

Last column: Löwdin charge in e.
CARTESIAN COORDINATES (ANGSTROEM)
B1 -0.588 -1.036 0.669  -0.03
C1 -0.597 0.391 0.110  -0.02
N1 1.026 0.527 -0.864  -0.36
O1 2.001 0.503 -0.197  0.09
O2 0.811 0.737 -2.019  0.08
H1 0.253 -1.176 1.573  0.04
H2 -1.345 -1.919 0.424  0.02
H3 -1.307 0.762 -0.583  0.05
H4 -0.255 1.212 0.886  0.13

Its lowest unoccupied orbital energy is -0.870 eV. Its electronic energy is -7358.239 eV. The relative energy (zero: lowest compared OMol25 entry of this formula, charge and spin) comes out at 305.4 kJ/mol. The HOMO energy is -10.51 eV. For the maximum force, the calculation gives 4.359 eV Å⁻¹. For the orbital gap, the calculation gives 9.64 eV.

=====

# 2
Formula: CH4BNO2
Source: the Open Molecules 2025 dataset
Level of theory: ωB97M-V with the def2-TZVPD basis set

Last column: Löwdin charge in e.
CARTESIAN COORDINATES (ANGSTROEM)
C1 1.531 -0.405 1.023  0.14
N1 0.700 -0.833 1.726  -0.23
O1 -0.227 -0.877 2.433  0.04
H1 2.418 -0.035 0.591  0.08
B1 -1.068 0.815 -1.090  -0.23
O2 -0.236 -0.096 -1.577  0.04
H2 -0.773 1.889 -0.968  0.01
H3 -2.148 0.621 -0.706  0.02
H4 -0.197 -1.079 -1.432  0.13

Its lowest unoccupied orbital energy is 0.580 eV. Its electronic energy is -7359.941 eV. The SMILES is C#[N+][O-].BO. The relative energy (zero: lowest compared OMol25 entry of this formula, charge and spin) comes out at 141.3 kJ/mol. The HOMO energy is -10.15 eV. For the maximum force, the calculation gives 4.699 eV Å⁻¹. For the orbital gap, the calculation gives 10.73 eV.

=====

# 3
Formula: CH4BiFO
Source: the Open Molecules 2025 dataset
Level of theory: ωB97M-V with the def2-TZVPD basis set

Last column: Löwdin charge in e.
CARTESIAN COORDINATES (ANGSTROEM)
F1 1.485 -0.147 0.218  -0.38
Bi1 -0.247 -1.026 -0.126  2.24
O1 -1.962 -0.347 -0.375  -0.38
H1 -2.297 0.130 -1.132  0.07
C1 2.018 1.207 -0.069  0.10
H2 2.873 1.039 -0.728  0.13
H3 2.190 1.668 0.907  0.13
H4 1.329 1.842 -0.627  0.11

Its lowest unoccupied orbital energy is -13.117 eV. Its electronic energy is -11683.298 eV. As for the charge: +2. The HOMO energy is -23.07 eV. For the maximum force, the calculation gives 5.665 eV Å⁻¹. For the orbital gap, the calculation gives 9.96 eV.

=====

# 4
Formula: CH4BrN2
Source: the Open Molecules 2025 dataset
Level of theory: ωB97M-V with the def2-TZVPD basis set

Last column: Löwdin charge in e.
CARTESIAN COORDINATES (ANGSTROEM)
C1 -0.457 0.176 -0.002  -0.31
N1 0.412 0.653 0.786  -0.38
N2 -0.397 -0.769 -0.939  0.18
Br1 2.306 0.343 0.666  0.79
H1 -1.534 0.563 0.050  0.19
H2 0.289 1.471 1.780  0.30
H3 -1.163 -1.321 -1.263  0.13
H4 0.545 -1.115 -1.079  0.10

Its lowest unoccupied orbital energy is -5.384 eV. Its electronic energy is -74115.506 eV. The relative energy (zero: lowest compared OMol25 entry of this formula, charge and spin) comes out at 232.3 kJ/mol. As for the charge: +1. The HOMO energy is -15.41 eV. For the maximum force, the calculation gives 6.849 eV Å⁻¹. For the orbital gap, the calculation gives 10.02 eV.

=====

Question: Look up the orbital gap of the third one.
Answer: 9.96 eV

=====

Question: lowest unoccupied orbital energy of number 1 (CH4BNO2)?
Answer: -0.870 eV

=====

Question: Which value of maximum force does entry 3 give?
Answer: 5.665 eV Å⁻¹

=====

Question: Which of these has the lowest orbital gap?
Answer: number 1